Arrangement a

Density functional theory data (the ωB97M-V functional and the def2-TZVPD basis) for 19 unconnected molecules or ions with the total composition H38O19.

Each line ends with the Löwdin charge.
Atoms and positions in Å:
O  1.608  0.101  2.875  -0.026
O  -3.462  -1.900  1.977  -0.074
O  -2.932  -0.561  -0.214  -0.011
O  -1.940  4.062  2.704  -0.092
O  -0.928  0.379  -4.175  -0.047
O  1.873  -3.126  1.670  -0.102
O  0.505  3.367  2.023  -0.072
O  3.789  0.560  0.183  -0.113
O  -2.538  1.890  1.202  -0.047
O  -0.087  -4.052  -1.043  -0.014
O  2.775  2.883  -0.122  -0.056
O  -1.723  1.775  -1.458  -0.106
O  -0.988  -1.667  3.490  -0.090
O  -1.397  3.861  -0.370  0.061
O  2.445  -0.022  -2.106  -0.050
O  2.830  -3.089  -0.630  -0.066
O  2.261  -2.030  -2.893  -0.080
O  -1.627  -2.693  -2.647  -0.048
O  -0.364  0.065  -0.021  -0.060
H  3.329  -3.033  0.182  0.055
H  -2.400  3.350  3.312  0.149
H  0.471  2.534  2.422  -0.029
H  3.409  0.102  -0.587  -0.014
H  -0.980  2.048  -2.044  0.085
H  -2.191  -0.205  0.198  -0.048
H  -1.784  4.325  -1.025  0.026
H  -1.235  -2.496  -3.483  0.014
H  -1.726  -1.143  3.077  0.028
H  -0.592  -0.452  -0.862  0.079
H  -1.558  -3.546  -2.205  0.030
H  1.599  -2.014  -2.137  0.084
H  0.904  -4.061  -1.022  0.057
H  2.326  2.432  -0.743  -0.065
H  -3.276  -2.177  1.036  0.063
H  2.042  0.889  2.671  -0.009
H  1.313  -2.698  2.434  0.094
H  -2.658  2.667  1.539  -0.143
H  -0.285  -3.270  -0.664  -0.040
H  2.972  0.625  0.801  0.059
H  -3.478  -0.969  2.121  0.000
H  -0.693  4.342  -0.250  -0.006
H  -0.394  -1.184  4.094  0.034
H  -1.620  2.159  0.624  0.118
H  -0.482  3.645  2.090  0.006
H  -2.384  2.513  -1.569  0.102
H  3.461  -3.555  -1.198  0.071
H  2.895  -0.630  -2.690  0.020
H  2.920  -2.727  -2.887  0.063
H  -0.458  0.983  -0.275  0.002
H  -1.551  0.447  -3.385  0.048
H  1.374  -2.786  0.897  0.011
H  -2.527  4.212  1.907  0.079
H  1.218  -0.116  2.003  0.025
H  -2.948  -0.567  -1.113  -0.016
H  -1.151  -0.524  -4.284  -0.011
H  3.755  2.724  -0.310  0.087
H  1.573  -0.260  -2.244  -0.017

***

Arrangement b

Density functional theory data (the ωB97M-V functional and the def2-TZVPD basis) for 19 unconnected molecules or ions with the total composition H38O19.

Each line ends with the Löwdin charge.
Atoms and positions in Å:
O  -12.703  -11.839  17.728  -0.054
O  -10.551  -11.991  12.208  -0.041
O  -16.165  -9.290  15.558  -0.049
O  -12.099  -14.541  14.071  -0.031
O  -8.393  -8.280  13.848  -0.035
O  -9.684  -9.995  16.085  -0.039
O  -8.843  -11.592  19.223  -0.059
O  -13.583  -11.305  12.222  -0.038
O  -10.368  -16.900  14.229  -0.059
O  -12.906  -7.462  15.423  -0.023
O  -7.902  -13.269  12.829  -0.045
O  -11.388  -11.647  14.995  -0.049
O  -14.160  -8.873  13.405  -0.057
O  -13.103  -7.951  11.051  -0.052
O  -10.870  -10.007  18.654  -0.035
O  -15.103  -11.785  15.462  -0.024
O  -13.433  -14.331  17.386  -0.024
O  -8.746  -8.429  10.677  -0.058
O  -7.180  -10.989  16.962  -0.037
H  -14.699  -9.299  14.072  0.026
H  -8.955  -8.775  14.443  0.001
H  -11.460  -11.933  11.915  0.023
H  -8.788  -12.914  12.908  -0.014
H  -11.554  -13.940  13.563  0.026
H  -12.678  -7.595  16.343  0.049
H  -16.400  -8.867  16.384  0.043
H  -7.513  -8.376  14.213  0.037
H  -12.507  -13.990  14.739  0.011
H  -13.540  -8.174  11.873  -0.031
H  -8.572  -11.764  18.321  -0.006
H  -11.109  -16.295  14.271  -0.024
H  -13.212  -14.914  16.660  0.050
H  -12.176  -6.955  15.066  0.055
H  -11.760  -10.293  18.447  0.033
H  -10.661  -11.239  15.464  -0.019
H  -9.580  -8.095  10.348  0.024
H  -13.297  -12.553  17.496  -0.014
H  -13.810  -10.440  12.564  -0.015
H  -10.036  -11.927  11.403  0.064
H  -10.988  -9.221  19.188  0.085
H  -13.715  -8.165  13.871  0.020
H  -10.766  -17.758  14.082  0.025
H  -11.127  -11.617  14.074  -0.002
H  -10.192  -9.955  16.895  0.013
H  -9.678  -11.132  19.139  -0.031
H  -14.193  -11.943  15.211  0.031
H  -8.785  -10.154  16.372  0.018
H  -15.403  -12.622  15.816  0.058
H  -8.732  -8.173  11.599  -0.011
H  -15.831  -10.149  15.814  -0.015
H  -14.427  -11.727  12.059  0.047
H  -13.093  -14.776  18.163  0.071
H  -6.544  -10.942  16.248  0.062
H  -7.354  -12.506  12.644  0.028
H  -12.098  -11.781  16.988  0.005
H  -12.945  -7.009  11.111  0.025
H  -6.671  -11.275  17.720  0.062

***

In order of decreasing stability: arrangement b, arrangement a.

***

Arrangement a

Density functional theory data (the ωB97M-V functional and the def2-TZVPD basis) for 3 unconnected molecules or ions with the total composition C2H4N2O2S.

Each line ends with the Löwdin charge.
Atoms and positions in Å:
S  -2.128  -1.042  -0.084  0.786
O  -2.341  -1.297  1.296  -0.406
O  -3.242  -0.622  -0.858  -0.449
N  -2.162  2.359  -0.675  0.120
N  -1.907  1.418  -0.214  -0.014
C  1.391  -0.001  -0.233  -0.081
C  2.586  -0.193  0.302  -0.049
H  3.006  0.423  1.104  0.056
H  0.847  -0.767  -0.748  0.023
H  0.682  0.681  0.048  -0.017
H  3.269  -0.960  0.063  0.031

***

Arrangement b

Density functional theory data (the ωB97M-V functional and the def2-TZVPD basis) for a single C2H4N2O2S molecule.

Output
SMILES = NC(=O)S/C=N/O

Each line ends with the Löwdin charge.
Atoms and positions in Å:
S  -0.433  0.682  0.881  0.926
O  -0.547  -1.480  -0.692  -0.063
O  2.339  1.643  -1.588  -0.200
N  -1.851  -1.471  1.288  0.050
N  1.270  1.892  -0.645  -0.122
C  0.846  0.671  -0.368  -0.478
C  -0.996  -0.987  0.377  -0.816
H  -2.524  -2.208  0.925  0.142
H  1.410  -0.426  -0.705  0.190
H  2.427  2.789  -1.800  0.213
H  -1.941  -1.105  2.327  0.160

***

Arrangement c

Density functional theory data (the ωB97M-V functional and the def2-TZVPD basis) for a single C2H4N2O2S molecule.

Output
SMILES = NC(=S)O/C=N/O

Each line ends with the Löwdin charge.
Atoms and positions in Å:
S  3.243  -0.322  -0.370  0.541
O  -2.705  -0.056  -0.344  -0.059
O  0.723  -1.247  -0.029  -0.087
N  1.081  1.072  0.247  0.122
N  -1.309  -0.010  -0.422  -0.028
C  -0.641  -1.099  0.110  -0.121
C  1.570  -0.115  0.048  -0.844
H  -1.002  -2.116  0.842  0.221
H  1.792  1.790  0.112  0.115
H  -2.896  0.865  -0.543  0.091
H  0.143  1.237  0.347  0.049

***

In order of decreasing stability: arrangement a, arrangement b, arrangement c.

***

Arrangement a

Density functional theory data (the ωB97M-V functional and the def2-TZVPD basis) for a molecular structure, C8H19NO.

Each line ends with the Löwdin charge.
Atoms and positions in Å:
O  1.618  1.570  2.129  -0.015
N  -2.130  -0.353  -0.819  0.056
C  1.548  -0.953  -0.066  -0.052
C  0.324  1.350  1.705  -0.224
C  -0.165  -0.031  1.614  -0.112
C  -0.215  -0.338  -2.319  -0.066
C  0.201  2.356  -0.234  -0.065
C  -0.702  -0.187  -0.898  -0.464
C  0.044  -0.866  0.210  -0.493
C  -0.491  -2.274  0.506  -0.053
H  -0.329  2.096  2.135  0.120
H  -0.790  0.313  -2.984  0.078
H  2.189  0.865  1.803  0.086
H  -1.237  -0.043  1.822  0.111
H  0.401  2.394  -1.310  0.040
H  -0.663  2.964  0.025  0.034
H  -0.337  -1.364  -2.682  0.082
H  0.070  -2.731  1.325  0.083
H  -0.366  1.089  -0.596  0.072
H  1.095  2.870  0.114  0.028
H  -0.390  -2.903  -0.379  0.088
H  0.833  -0.063  -2.423  0.070
H  2.069  -1.321  0.822  0.086
H  -2.499  -0.106  0.092  0.067
H  1.760  -1.642  -0.884  0.087
H  1.975  0.016  -0.328  0.084
H  -2.605  0.207  -1.517  0.074
H  -1.545  -2.256  0.778  0.074
H  0.338  -0.658  2.359  0.123

***

Arrangement b

Density functional theory data (the ωB97M-V functional and the def2-TZVPD basis) for 2 unconnected molecules or ions with the total composition C8H19NO.

Output
SMILES = CCN(C)C(C)=O.CCC

Each line ends with the Löwdin charge.
Atoms and positions in Å:
O  2.103  2.247  -1.606  0.058
N  0.547  0.622  -1.835  -0.073
C  -0.442  1.690  -1.353  -0.217
C  2.873  0.004  -1.182  0.001
C  -0.276  -1.934  3.208  -0.114
C  -1.085  0.111  1.867  -0.115
C  1.813  1.090  -1.388  -0.496
C  -0.638  -1.360  1.839  -0.305
C  -1.928  1.546  -1.515  -0.108
C  0.115  -0.799  -1.645  -0.040
H  -0.066  2.668  -1.387  0.085
H  -2.428  0.838  -0.863  0.040
H  0.267  -1.553  1.291  0.076
H  3.713  0.041  -1.876  0.084
H  -1.371  0.756  2.714  0.090
H  -0.655  -0.894  -0.874  0.063
H  2.615  -1.052  -1.219  0.051
H  0.200  -1.162  3.832  0.080
H  -1.117  -2.362  3.699  0.057
H  -0.279  0.610  1.404  0.023
H  -0.289  1.546  -0.207  0.106
H  0.868  -1.471  -1.442  0.029
H  -1.859  0.321  1.119  0.046
H  -0.382  -0.998  -2.646  0.112
H  -2.406  2.580  -1.512  0.095
H  3.260  0.284  -0.177  0.097
H  -2.188  1.174  -2.600  0.107
H  -1.466  -1.878  1.292  0.111
H  0.502  -2.666  3.063  0.059

***

In order of decreasing stability: arrangement b, arrangement a.

***

Arrangement a

Density functional theory data (the ωB97M-V functional and the def2-TZVPD basis) for a single C3H4N4 molecule.

Each line ends with the Löwdin charge.
Atoms and positions in Å:
N  -0.037  -0.421  1.705  0.089
N  -2.837  0.591  -0.146  0.169
N  1.528  -0.975  -1.417  0.116
N  0.660  0.898  -0.180  0.138
C  -1.750  0.330  0.133  -0.160
C  -0.394  -0.008  0.531  -0.551
C  0.528  -0.472  -0.866  -0.213
H  1.341  -1.936  -1.703  0.060
H  -0.816  -0.804  2.229  0.047
H  0.283  1.710  -0.665  0.151
H  1.494  1.088  0.380  0.154

***

Arrangement b

Density functional theory data (the ωB97M-V functional and the def2-TZVPD basis) for 2 unconnected molecules or ions with the total composition C3H4N4.

Each line ends with the Löwdin charge.
Atoms and positions in Å:
N  1.836  -0.632  -1.637  0.012
N  1.066  0.113  -1.913  0.037
N  0.535  -1.069  0.931  -0.036
N  -1.438  1.532  -0.293  0.022
C  1.474  -1.697  0.567  0.061
C  -0.365  0.841  0.061  -0.227
C  -0.534  -0.286  0.904  -0.211
H  -1.309  2.315  -0.917  0.081
H  2.509  -1.846  0.819  0.072
H  -1.368  -0.583  1.543  0.097
H  -2.407  1.313  -0.066  0.092

***

Arrangement c

Density functional theory data (the ωB97M-V functional and the def2-TZVPD basis) for a single C3H4N4 molecule.

Output
SMILES = C=Nn1ccnn1

Each line ends with the Löwdin charge.
Atoms and positions in Å:
N  0.027  -0.065  -0.251  -0.169
N  -1.852  -0.848  0.347  0.021
N  -1.233  0.192  -0.123  0.006
N  1.109  0.901  -0.266  0.031
C  -0.947  -1.728  0.704  -0.198
C  0.232  -1.279  0.322  -0.108
C  0.882  2.075  -0.635  -0.051
H  -0.185  2.437  -0.758  0.089
H  -1.189  -2.751  0.887  0.099
H  1.832  2.767  -0.387  0.124
H  1.324  -1.699  0.159  0.157

***

In order of decreasing stability: arrangement c, arrangement b, arrangement a.

***

Arrangement a

Density functional theory data (the ωB97M-V functional and the def2-TZVPD basis) for a molecular structure, C2H9O3.

Output
Net charge = -1

Each line ends with the Löwdin charge.
Atoms and positions in Å:
O  -1.999  -2.172  -2.939  -0.181
O  0.094  0.454  1.156  -0.287
O  -1.210  -0.411  -0.940  -0.411
C  0.981  1.475  1.573  -0.431
C  2.415  1.001  1.656  -0.159
H  0.473  1.858  2.546  0.108
H  1.025  2.374  0.872  0.093
H  -0.400  -0.052  0.163  0.080
H  -1.679  -1.658  -2.115  -0.015
H  3.176  1.874  1.607  0.074
H  2.630  0.191  0.923  0.068
H  2.783  0.430  2.546  0.050
H  -1.233  -1.308  -0.463  -0.020
H  -2.229  -1.529  -3.671  0.034

***

Arrangement b

Density functional theory data (the ωB97M-V functional and the def2-TZVPD basis) for 3 unconnected molecules or ions with the total composition C2H9O3.

Output
Net charge = -1

Each line ends with the Löwdin charge.
Atoms and positions in Å:
O  -0.397  -1.904  -0.196  -0.484
O  -0.081  -1.285  -2.931  -0.115
O  1.143  -0.381  1.367  -0.171
C  0.182  1.605  0.355  -0.103
C  0.090  0.520  1.514  -0.383
H  1.136  2.125  0.411  0.048
H  -0.378  -1.778  -2.151  -0.029
H  0.244  1.022  -0.609  0.064
H  -0.852  0.017  1.512  0.066
H  0.084  -0.357  -2.810  -0.011
H  0.701  -1.071  0.748  0.030
H  0.236  1.110  2.572  0.126
H  -1.389  -1.836  -0.152  -0.082
H  -0.719  2.216  0.371  0.045

***

Arrangement c

Density functional theory data (the ωB97M-V functional and the def2-TZVPD basis) for 3 unconnected molecules or ions with the total composition C2H9O3.

Output
Net charge = -1

Each line ends with the Löwdin charge.
Atoms and positions in Å:
O  1.287  2.448  2.383  -0.181
O  -1.322  -0.408  -0.833  -0.165
O  0.273  1.265  0.234  -0.383
C  0.265  -2.135  -1.504  -0.112
C  -0.807  -1.658  -0.506  -0.389
H  0.875  -2.987  -1.208  0.051
H  -1.600  -2.419  -0.491  0.090
H  0.860  1.519  -0.469  -0.077
H  -0.252  -2.403  -2.439  0.055
H  -0.342  -1.542  0.480  0.100
H  0.722  3.232  2.367  -0.009
H  0.889  2.043  1.532  -0.038
H  0.887  -1.292  -1.814  0.061
H  -0.758  0.302  -0.338  -0.004

***

Arrangement d

Density functional theory data (the ωB97M-V functional and the def2-TZVPD basis) for 3 unconnected molecules or ions with the total composition C2H9O3.

Output
Net charge = -1

Each line ends with the Löwdin charge.
Atoms and positions in Å:
O  0.355  -0.644  -1.364  -0.168
O  -1.907  -0.070  1.939  -0.124
O  -1.423  1.002  -0.657  -0.522
C  2.272  0.147  -0.074  -0.145
C  1.091  -0.758  -0.079  -0.328
H  2.138  1.241  -0.252  0.064
H  0.393  -0.615  0.788  0.099
H  -0.317  0.065  -1.215  -0.050
H  2.981  -0.068  -0.914  0.063
H  -1.525  0.645  2.412  -0.017
H  -2.279  1.202  -1.266  -0.025
H  1.308  -1.793  0.003  0.074
H  -1.938  0.408  1.064  -0.012
H  2.849  0.282  0.959  0.091

***

In order of decreasing stability: arrangement c, arrangement b, arrangement d, arrangement a.

***

Arrangement a

Density functional theory data (the ωB97M-V functional and the def2-TZVPD basis) for 2 unconnected molecules or ions with the total composition C2H8NS.

Output
Net charge = -1

Each line ends with the Löwdin charge.
Atoms and positions in Å:
S  -1.455  -1.123  0.677  0.055
N  -1.261  2.214  -1.719  -0.014
C  0.265  -1.543  0.984  -0.907
C  1.262  -0.425  0.675  -0.257
H  1.145  -0.142  -0.376  0.034
H  0.561  -2.429  0.405  0.019
H  -1.785  1.740  -2.447  -0.011
H  -0.565  1.522  -1.424  -0.019
H  -1.916  2.261  -0.942  -0.007
H  2.305  -0.687  0.884  0.043
H  0.997  0.462  1.256  0.043
H  0.448  -1.850  2.025  0.021

***

Arrangement b

Density functional theory data (the ωB97M-V functional and the def2-TZVPD basis) for 2 unconnected molecules or ions with the total composition C2H8NS.

Output
Net charge = -1

Each line ends with the Löwdin charge.
Atoms and positions in Å:
S  -1.591  -2.050  0.738  -0.351
N  0.223  1.213  -1.433  -0.044
C  2.157  1.556  0.055  -0.147
C  0.657  1.329  0.015  -0.347
H  2.477  2.603  -0.024  0.056
H  2.641  1.142  0.977  0.069
H  0.392  0.388  0.523  0.060
H  -0.782  1.337  -1.469  0.043
H  2.574  0.905  -0.748  0.066
H  -0.890  -1.770  -0.319  -0.569
H  0.160  2.185  0.493  0.096
H  0.434  0.201  -1.631  0.068

***

In order of decreasing stability: arrangement a, arrangement b.